(1)
A molecular structure, C21H53BaNO14P3. Source: OMol25; level of theory: the ωB97M-V functional and the def2-TZVPD basis.

Calculated values
Energy = -81345.98412 eV
Gap between HOMO and LUMO = 0.1049 Eh

The geometry in ORCA input format:
```
! RIJCOSX wB97M-V def2-TZVPD def2/J DEFGRID3
* xyz 1 1
Ba 0.783 -3.959 4.434
O -0.084 -2.003 -0.053
H -0.404 -1.470 -0.806
C 5.875 -2.003 -6.467
O 6.674 -2.759 -5.901
N 4.666 -1.797 -5.947
C 3.629 -0.924 -6.607
C 4.128 -2.393 -4.759
H 5.910 -1.509 -7.450
H 3.945 -0.583 -7.593
H 3.517 -0.050 -5.964
H 2.740 -1.550 -6.675
H 3.961 -1.673 -3.959
H 3.162 -2.828 -5.016
H 4.804 -3.151 -4.364
C -4.410 0.277 9.190
C -5.296 1.481 8.776
O -5.348 1.604 7.365
P -4.026 2.092 6.436
O -2.949 1.122 6.264
O -3.625 3.533 7.110
C -4.534 4.587 7.060
C -4.226 5.519 8.218
O -4.788 2.523 5.077
C -3.975 2.715 3.898
C -4.566 3.749 2.963
H -4.936 -0.628 8.886
H -3.434 0.254 8.704
H -4.312 0.193 10.272
H -6.277 1.265 9.200
H -5.060 2.416 9.285
H -4.414 5.142 6.130
H -5.562 4.241 6.955
H -3.412 6.204 7.981
H -5.114 6.145 8.303
H -3.923 4.945 9.094
H -2.910 2.914 4.016
H -3.955 1.760 3.372
H -4.517 4.723 3.450
H -4.013 3.836 2.028
H -5.586 3.455 2.716
C 7.637 3.002 7.391
C 7.086 3.057 5.965
O 5.832 3.761 5.839
P 4.379 2.977 5.935
O 4.579 1.501 5.699
O 3.457 3.674 4.777
C 3.882 3.564 3.375
C 3.757 4.923 2.711
O 3.813 3.509 7.355
C 3.799 4.885 7.535
C 4.613 5.201 8.788
H 6.872 2.755 8.127
H 8.422 2.247 7.357
H 8.097 3.951 7.666
H 7.790 3.567 5.308
H 6.994 2.041 5.579
H 4.947 3.338 3.321
H 3.284 2.814 2.857
H 4.140 4.770 1.702
H 2.698 5.129 2.554
H 4.293 5.746 3.182
H 4.068 5.499 6.676
H 2.752 5.037 7.801
H 4.367 4.343 9.414
H 5.676 5.034 8.615
H 4.429 6.177 9.238
C -5.315 -5.084 -12.933
C -3.879 -5.612 -12.468
O -3.955 -5.765 -11.093
P -2.582 -5.461 -10.238
O -2.139 -4.037 -10.255
O -2.992 -6.015 -8.731
C -2.728 -5.326 -7.570
C -3.606 -4.074 -7.340
O -1.557 -6.577 -10.813
C -0.279 -6.841 -10.303
C -0.312 -8.083 -9.404
H -6.213 -5.613 -12.614
H -5.381 -4.005 -12.794
H -5.426 -5.229 -14.008
H -3.795 -6.626 -12.858
H -3.077 -4.976 -12.842
H -3.060 -6.052 -6.827
H -1.665 -5.098 -7.495
H -3.601 -3.298 -8.106
H -4.593 -4.444 -7.064
H -3.236 -3.642 -6.410
H 0.482 -6.811 -11.083
H -0.065 -5.985 -9.663
H -1.063 -8.049 -8.614
H -0.394 -8.993 -9.997
H 0.627 -8.223 -8.868
*
```

The Löwdin scheme yields these atomic charges, measured in e:
1. Ba 1.597
2. O -0.486
3. H -0.114
4. C -0.337
5. O -0.016
6. N -0.203
7. C -0.027
8. C -0.063
9. H 0.133
10. H 0.080
11. H 0.087
12. H 0.082
13. H 0.091
14. H 0.085
15. H 0.088
16. C -0.072
17. C -0.273
18. O -0.197
19. P 0.520
20. O -0.240
21. O -0.189
22. C -0.321
23. C -0.056
24. O -0.183
25. C -0.282
26. C -0.068
27. H 0.072
28. H 0.056
29. H 0.074
30. H 0.116
31. H 0.106
32. H 0.111
33. H 0.118
34. H 0.077
35. H 0.082
36. H 0.079
37. H 0.118
38. H 0.115
39. H 0.072
40. H 0.083
41. H 0.083
42. C -0.069
43. C -0.264
44. O -0.217
45. P 0.528
46. O -0.283
47. O -0.205
48. C -0.246
49. C -0.074
50. O -0.183
51. C -0.316
52. C -0.052
53. H 0.075
54. H 0.078
55. H 0.074
56. H 0.118
57. H 0.101
58. H 0.108
59. H 0.122
60. H 0.079
61. H 0.077
62. H 0.085
63. H 0.118
64. H 0.123
65. H 0.081
66. H 0.062
67. H 0.084
68. C -0.054
69. C -0.283
70. O -0.189
71. P 0.545
72. O -0.243
73. O -0.196
74. C -0.316
75. C -0.066
76. O -0.194
77. C -0.268
78. C -0.063
79. H 0.071
80. H 0.068
81. H 0.061
82. H 0.112
83. H 0.117
84. H 0.119
85. H 0.114
86. H 0.072
87. H 0.073
88. H 0.070
89. H 0.125
90. H 0.104
91. H 0.072
92. H 0.075
93. H 0.073

(2)
3 unconnected molecules or ions with the total composition C21H53BrN11O4P2. Source: OMol25; level of theory: the ωB97M-V functional and the def2-TZVPD basis.

Calculated values
Energy = -135828.88846 eV
Gap between HOMO and LUMO = 0.2455 Eh

The geometry in ORCA input format:
```
! RIJCOSX wB97M-V def2-TZVPD def2/J DEFGRID3
* xyz 1 1
C -3.113 -1.593 -0.814
C -2.571 -0.173 -0.504
O -1.524 0.221 -1.379
C -1.981 0.450 -2.683
C -2.806 1.748 -2.804
C -4.282 1.539 -2.783
N -5.018 0.664 -3.422
C -6.292 0.931 -3.066
N -7.327 0.243 -3.540
C -8.726 0.423 -3.263
C -9.218 -0.235 -1.955
O -10.345 -0.084 -1.579
Br -7.930 -1.295 -0.949
N -6.326 1.960 -2.201
C -7.353 2.735 -1.484
N -7.823 2.084 -0.273
N -5.031 2.352 -2.033
H -4.094 -1.487 -1.283
H -2.453 -1.989 -1.587
H -3.129 -2.243 0.053
H -3.382 0.565 -0.444
H -2.124 -0.219 0.488
H -2.482 -0.417 -3.121
H -1.081 0.597 -3.280
H -2.553 2.408 -1.973
H -2.520 2.253 -3.726
H -7.088 -0.481 -4.197
H -9.039 1.462 -3.304
H -9.297 -0.072 -4.048
H -6.862 3.652 -1.164
H -8.170 3.061 -2.121
H -7.699 2.716 0.508
H -8.828 1.959 -0.319
H -4.663 3.090 -1.456
O -1.149 -1.972 2.575
P 0.092 -2.830 2.734
N -0.126 -3.284 4.387
C 0.915 -3.712 5.304
C -1.348 -4.034 4.669
N 1.211 -1.510 2.621
C 1.929 -1.009 3.777
C 0.768 -0.398 1.790
N 1.405 -3.971 2.474
C 2.432 -3.635 1.466
C 0.859 -5.295 2.070
H 1.293 -4.720 5.090
H 0.517 -3.723 6.322
H 1.759 -3.032 5.330
H -1.219 -5.112 4.499
H -2.171 -3.693 4.042
H -1.657 -3.889 5.706
H 1.257 -0.723 4.597
H 2.520 -0.132 3.502
H 2.660 -1.738 4.133
H 0.078 0.263 2.331
H 0.265 -0.759 0.894
H 1.621 0.197 1.453
H 1.996 -3.347 0.506
H 3.080 -4.499 1.304
H 3.080 -2.836 1.809
H 0.368 -5.252 1.094
H 0.128 -5.653 2.798
H 1.653 -6.040 2.029
O 3.366 1.401 -0.281
P 4.642 1.908 -0.908
N 5.572 0.455 -0.843
C 7.019 0.360 -0.898
C 4.990 -0.685 -1.546
N 5.103 2.979 0.379
C 6.215 2.677 1.261
C 4.001 3.551 1.145
N 5.745 2.719 -2.008
C 5.834 4.193 -1.948
C 5.397 2.387 -3.415
H 7.429 0.563 -1.896
H 7.326 -0.652 -0.620
H 7.512 1.017 -0.190
H 5.252 -0.690 -2.614
H 3.903 -0.681 -1.469
H 5.336 -1.625 -1.109
H 6.111 1.699 1.747
H 6.295 3.435 2.042
H 7.166 2.726 0.726
H 3.620 2.860 1.906
H 3.174 3.825 0.492
H 4.330 4.467 1.643
H 4.854 4.672 -1.990
H 6.430 4.556 -2.788
H 6.348 4.524 -1.052
H 4.421 2.789 -3.699
H 5.370 1.305 -3.564
H 6.149 2.780 -4.099
*
```

The Löwdin scheme yields these atomic charges, measured in e:
1. C -0.043
2. C -0.243
3. O -0.136
4. C -0.210
5. C -0.053
6. C -0.285
7. N 0.239
8. C -0.313
9. N 0.071
10. C -0.143
11. C -0.776
12. O 0.051
13. Br 0.763
14. N 0.039
15. C -0.171
16. N 0.049
17. N 0.165
18. H 0.052
19. H 0.078
20. H 0.071
21. H 0.102
22. H 0.104
23. H 0.120
24. H 0.131
25. H 0.132
26. H 0.135
27. H 0.163
28. H 0.125
29. H 0.147
30. H 0.129
31. H 0.126
32. H 0.087
33. H 0.072
34. H 0.188
35. O -0.318
36. P 0.721
37. N -0.303
38. C -0.132
39. C -0.146
40. N -0.342
41. C -0.132
42. C -0.142
43. N -0.271
44. C -0.123
45. C -0.132
46. H 0.080
47. H 0.085
48. H 0.050
49. H 0.069
50. H 0.066
51. H 0.081
52. H 0.088
53. H 0.079
54. H 0.065
55. H 0.082
56. H 0.060
57. H 0.068
58. H 0.086
59. H 0.081
60. H 0.073
61. H 0.082
62. H 0.064
63. H 0.082
64. O -0.311
65. P 0.705
66. N -0.301
67. C -0.132
68. C -0.145
69. N -0.344
70. C -0.135
71. C -0.148
72. N -0.274
73. C -0.124
74. C -0.132
75. H 0.080
76. H 0.085
77. H 0.049
78. H 0.069
79. H 0.066
80. H 0.079
81. H 0.088
82. H 0.081
83. H 0.065
84. H 0.077
85. H 0.068
86. H 0.080
87. H 0.085
88. H 0.082
89. H 0.072
90. H 0.082
91. H 0.063
92. H 0.082

(3)
A molecular structure, C21H53FN4O10PS2. Source: OMol25; level of theory: the ωB97M-V functional and the def2-TZVPD basis.

Calculated values
Energy = -82746.09990 eV
Gap between HOMO and LUMO = 0.2708 Eh

The geometry in ORCA input format:
```
! RIJCOSX wB97M-V def2-TZVPD def2/J DEFGRID3
* xyz -1 1
C -1.916 6.117 -0.352
C -1.288 4.752 -0.709
P -2.019 3.368 0.261
C -0.547 2.338 0.627
S -2.882 2.067 -1.263
O -2.492 0.737 -0.831
O -2.407 2.497 -2.564
N -4.462 2.139 -1.092
S -5.290 3.368 -1.609
O -5.586 3.353 -3.005
O -6.350 3.675 -0.704
F -4.277 4.606 -1.447
H -1.139 6.876 -0.221
H -2.508 6.074 0.563
H -2.572 6.468 -1.149
H -0.224 4.770 -0.472
H -1.404 4.559 -1.775
H 0.091 2.878 1.328
H 0.005 2.070 -0.273
H -0.909 1.409 1.065
C 1.314 -4.478 1.537
O 2.119 -4.398 0.375
C 1.461 -4.763 -0.830
C 1.141 -3.563 -1.697
N 0.100 -2.744 -1.102
C -0.131 -1.443 -1.731
C 1.031 -0.462 -1.811
O 1.444 0.081 -0.568
C 2.292 -0.735 0.205
H 1.976 -4.412 2.399
H 0.593 -3.656 1.595
H 0.768 -5.421 1.584
H 0.549 -5.329 -0.612
H 2.144 -5.419 -1.380
H 0.788 -3.924 -2.669
H 2.081 -3.017 -1.868
H 0.310 -2.599 -0.124
H -0.941 -0.950 -1.192
H -0.498 -1.613 -2.749
H 0.680 0.389 -2.401
H 1.902 -0.878 -2.338
H 2.976 -1.319 -0.420
H 1.735 -1.420 0.852
H 2.880 -0.078 0.847
C -0.677 -9.155 7.372
O -1.849 -8.988 6.604
C -2.820 -8.114 7.165
C -2.907 -6.804 6.413
N -1.715 -5.993 6.609
C -1.607 -4.824 5.741
C -1.592 -5.027 4.231
O -0.422 -5.647 3.730
C -0.381 -7.054 3.832
H -0.139 -10.005 6.957
H -0.020 -8.279 7.333
H -0.914 -9.365 8.420
H -2.611 -7.939 8.225
H -3.786 -8.620 7.088
H -3.774 -6.249 6.787
H -3.097 -7.041 5.357
H -0.895 -6.572 6.485
H -0.682 -4.308 6.010
H -2.430 -4.143 5.982
H -1.615 -4.035 3.774
H -2.482 -5.557 3.870
H -1.371 -7.499 3.700
H 0.037 -7.390 4.786
H 0.274 -7.419 3.039
C 2.993 5.144 -7.145
O 3.851 5.757 -6.205
C 3.791 7.175 -6.166
C 3.098 7.682 -4.919
N 1.674 7.391 -4.943
C 0.965 7.629 -3.689
C 1.406 6.877 -2.438
O 1.133 5.493 -2.458
C 2.066 4.692 -3.153
H 3.303 4.104 -7.233
H 1.943 5.164 -6.833
H 3.074 5.620 -8.127
H 3.302 7.565 -7.065
H 4.823 7.536 -6.158
H 3.232 8.768 -4.869
H 3.614 7.244 -4.053
H 1.534 6.428 -5.219
H -0.085 7.383 -3.861
H 1.008 8.703 -3.472
H 0.819 7.279 -1.608
H 2.462 7.052 -2.192
H 3.087 5.073 -3.044
H 1.827 4.607 -4.217
H 2.014 3.692 -2.723
*
```

The Löwdin scheme yields these atomic charges, measured in e:
1. C -0.179
2. C -0.462
3. P 0.873
4. C -0.345
5. S 0.342
6. O -0.407
7. O -0.385
8. N -0.367
9. S 0.453
10. O -0.301
11. O -0.311
12. F -0.228
13. H 0.046
14. H 0.047
15. H 0.057
16. H 0.056
17. H 0.059
18. H 0.033
19. H 0.024
20. H 0.026
21. C -0.113
22. O -0.190
23. C -0.223
24. C -0.227
25. N -0.046
26. C -0.183
27. C -0.212
28. O -0.197
29. C -0.103
30. H 0.091
31. H 0.078
32. H 0.068
33. H 0.120
34. H 0.117
35. H 0.121
36. H 0.102
37. H 0.066
38. H 0.097
39. H 0.123
40. H 0.122
41. H 0.108
42. H 0.085
43. H 0.072
44. H 0.086
45. C -0.120
46. O -0.192
47. C -0.218
48. C -0.219
49. N -0.053
50. C -0.197
51. C -0.214
52. O -0.203
53. C -0.097
54. H 0.088
55. H 0.076
56. H 0.086
57. H 0.121
58. H 0.121
59. H 0.125
60. H 0.105
61. H 0.067
62. H 0.121
63. H 0.119
64. H 0.126
65. H 0.115
66. H 0.091
67. H 0.073
68. H 0.085
69. C -0.115
70. O -0.192
71. C -0.222
72. C -0.224
73. N -0.051
74. C -0.194
75. C -0.223
76. O -0.194
77. C -0.084
78. H 0.088
79. H 0.079
80. H 0.085
81. H 0.120
82. H 0.119
83. H 0.122
84. H 0.104
85. H 0.070
86. H 0.125
87. H 0.116
88. H 0.110
89. H 0.112
90. H 0.088
91. H 0.074
92. H 0.090

Number 1 is which compound? C21H53BaNO14P3